A cluster of 2 separate species, C5H14N2O2 in total, computed with wB97M-V/def2-TZVPD.

Structure (XYZ):
```
23
C5H14N2O2 (wB97M-V/def2-TZVPD)
C 1.54 0.49 1.06
C 2.29 1.54 0.31
C 1.68 -0.85 0.84
O 0.88 0.99 2.14
H 0.20 0.36 2.42
H -0.42 0.68 -0.02
H 1.62 2.36 0.05
H 2.74 1.13 -0.59
H 3.08 1.96 0.95
H 0.27 -1.38 -0.05
H 2.45 -1.18 0.17
H 1.41 -1.54 1.63
C -2.45 0.52 -0.83
C -1.26 -0.08 -0.08
N -0.35 -1.13 -2.03
O -1.57 -0.33 1.27
N -0.74 -1.30 -0.64
H -2.09 -1.15 1.28
H -1.20 -1.07 -2.58
H 0.11 -2.00 -2.29
H -2.87 1.33 -0.25
H -2.14 0.90 -1.80
H -3.21 -0.25 -0.97
```

2S+1 = 1
total charge = 0
relative energy (zero: lowest compared OMol25 entry of this formula, charge and spin) = 75.6 kcal per mole
HOMO-LUMO gap = 8.875 eV

=====

An isolated molecule of C21H26N2O4S, computed with wB97M-V/def2-TZVPD.

Structure (XYZ):
```
54
C21H26N2O4S (wB97M-V/def2-TZVPD)
C 1.25 -5.75 3.06
H 2.25 -5.97 2.68
O 0.25 -6.10 2.12
C 0.25 -5.46 0.92
C -0.75 -5.85 0.02
C -0.83 -5.26 -1.22
C 0.08 -4.27 -1.60
C 1.08 -3.89 -0.72
C 1.17 -4.48 0.54
H 1.95 -4.16 1.20
C 2.05 -2.79 -1.06
N 1.68 -1.56 -0.39
C 2.21 -1.21 0.80
O 3.12 -1.82 1.34
C 1.57 0.03 1.42
C 1.70 1.23 0.47
C 0.80 2.39 0.90
N -0.56 1.98 1.15
S -1.44 1.58 -0.23
O -2.73 1.14 0.22
O -0.72 0.69 -1.12
C -1.58 3.18 -1.00
C -2.30 4.16 -0.34
C -2.41 5.42 -0.91
C -1.81 5.70 -2.14
C -1.10 4.69 -2.78
C -0.98 3.43 -2.22
H -0.44 2.64 -2.71
H -0.64 4.90 -3.74
C -1.96 7.05 -2.76
H -2.91 7.11 -3.29
H -1.96 7.83 -2.00
H -1.16 7.25 -3.47
H -2.97 6.19 -0.40
H -2.75 3.92 0.61
C -0.65 0.97 2.19
C 0.11 -0.29 1.78
H 0.09 -1.02 2.60
H -0.41 -0.73 0.93
H -0.24 1.40 3.11
H -1.71 0.75 2.33
H 1.18 2.85 1.82
H 0.77 3.16 0.12
H 1.40 0.93 -0.54
H 2.74 1.56 0.44
H 2.12 0.26 2.34
H 0.87 -1.08 -0.73
H 3.05 -3.05 -0.72
H 2.07 -2.61 -2.14
H 0.00 -3.81 -2.57
H -1.61 -5.56 -1.91
H -1.45 -6.61 0.33
H 1.19 -4.70 3.33
H 1.05 -6.37 3.93
```

2S+1 = 1
total charge = 0
relative energy (zero: lowest compared OMol25 entry of this formula, charge and spin) = 9.4 kcal per mole
HOMO-LUMO gap = 8.888 eV

=====

A structure of composition C30H47Cl2CrN4O8Si, computed with wB97M-V/def2-TZVPD.

Structure (XYZ):
```
93
C30H47Cl2CrN4O8Si (wB97M-V/def2-TZVPD)
C 2.85 -2.58 -3.78
C 2.21 -1.85 -4.91
H 2.77 -3.67 -3.92
H 2.38 -2.32 -2.82
H 3.92 -2.34 -3.70
C 2.20 -2.33 -6.17
C 2.82 -3.62 -6.59
H 1.73 -1.77 -6.98
H 2.51 -4.48 -5.98
H 3.92 -3.57 -6.59
H 2.52 -3.81 -7.63
Cr -0.14 -0.12 1.83
Cl 1.48 0.11 0.30
C -0.55 2.47 0.79
O -1.20 1.42 1.07
N -1.16 3.47 0.17
C -2.57 3.30 -0.14
C -0.47 4.65 -0.36
H 0.52 2.57 1.06
H -3.11 2.97 0.75
H -2.71 2.57 -0.95
H -2.95 4.27 -0.46
H 0.42 4.87 0.23
H -1.15 5.50 -0.32
H -0.19 4.51 -1.41
H -3.44 1.96 5.48
H -1.33 1.32 7.14
C -3.44 0.88 5.24
C -1.58 0.31 6.79
N -2.10 0.33 5.42
H -3.76 0.72 4.21
C -1.35 -0.09 4.41
O -1.73 -0.13 3.21
H -0.67 -0.30 6.81
H -0.34 -0.44 4.68
H -4.12 0.38 5.94
H -2.33 -0.12 7.47
H -0.13 -4.89 2.39
H 0.10 -4.00 -0.53
C -1.15 -4.96 1.98
C -0.98 -4.18 -0.38
N -1.39 -3.91 1.00
H -1.87 -4.87 2.80
C -1.49 -2.65 1.47
O -1.21 -1.60 0.83
H -1.56 -3.56 -1.07
H -1.81 -2.58 2.52
H -1.27 -5.93 1.48
H -1.20 -5.24 -0.55
O 0.50 -0.81 -3.61
C 1.53 -0.53 -4.57
C -0.05 -0.17 -6.54
C 1.04 0.26 -5.77
H -0.53 -1.13 -6.29
C -0.49 0.60 -7.62
H 2.31 0.06 -4.04
C 1.70 1.45 -6.11
H -1.38 0.28 -8.17
C 0.20 1.76 -7.98
C 1.31 2.17 -7.24
H 2.55 1.76 -5.49
H -0.12 2.34 -8.85
H 1.86 3.07 -7.52
Si -0.94 0.00 -3.24
Cl 1.05 -1.92 2.75
C -2.37 -0.66 -4.27
C -0.76 1.84 -3.49
C -1.26 -0.45 -1.49
H -2.36 -0.27 -5.30
H -3.31 -0.34 -3.80
H -2.37 -1.76 -4.31
H -1.27 -1.54 -1.38
H -2.15 0.00 -1.04
H -0.35 -0.10 -0.97
H -0.64 2.09 -4.55
H 0.12 2.21 -2.95
H -1.63 2.39 -3.12
O 2.84 1.14 2.98
C 1.81 1.21 3.65
O 0.58 1.20 3.21
C 1.97 1.30 5.17
C 1.29 2.29 5.89
C 1.40 2.37 7.28
C 2.16 1.40 7.96
C 2.94 0.46 7.24
C 2.83 0.41 5.86
N 1.94 1.20 9.35
O 1.08 1.92 9.92
O 2.56 0.29 9.94
H 0.66 3.00 5.36
H 0.87 3.13 7.85
H 3.57 -0.22 7.81
H 3.38 -0.34 5.29
```

2S+1 = 4
total charge = 0
relative energy (zero: lowest compared OMol25 entry of this formula, charge and spin) = 10.6 kcal per mole
HOMO-LUMO gap (alpha / beta) = 7.761 / 7.890 eV

=====

A structure of composition C42H42IrN3S4Si2, computed with wB97M-V/def2-TZVPD.

Structure (XYZ):
```
94
C42H42IrN3S4Si2 (wB97M-V/def2-TZVPD)
Ir -0.95 -0.81 0.16
N 0.27 0.27 -1.27
C 1.29 1.15 -0.75
C 2.58 1.06 -1.25
C 3.57 1.92 -0.78
C 3.24 2.85 0.20
C 1.95 2.92 0.69
C 0.93 2.09 0.21
C -0.47 2.26 0.70
C -0.86 3.57 1.01
C -2.12 3.87 1.50
C -3.02 2.83 1.68
C -2.65 1.54 1.35
C -1.39 1.19 0.83
H -0.45 0.83 -1.73
H 0.66 -0.35 -1.97
H 2.82 0.31 -2.00
H 4.58 1.84 -1.17
H 4.01 3.50 0.60
H 1.72 3.62 1.48
H -0.16 4.38 0.84
H -2.40 4.89 1.70
H -4.02 3.03 2.03
H -3.40 0.76 1.50
S -2.68 -1.65 1.20
C -2.99 -3.39 1.00
C -3.51 -3.85 -0.20
C -3.84 -5.19 -0.34
C -3.67 -6.07 0.72
C -3.20 -5.60 1.94
C -2.87 -4.26 2.08
H -3.65 -3.15 -1.01
H -4.22 -5.55 -1.29
H -3.92 -7.12 0.60
H -3.08 -6.27 2.77
H -2.51 -3.88 3.03
S -4.96 4.45 -1.49
C -3.94 3.17 -1.80
S -4.44 1.52 -1.63
C -2.84 0.96 -2.03
N -2.03 1.93 -2.30
N -2.64 3.16 -2.18
C -1.82 4.29 -2.47
C -0.46 4.22 -2.16
C 0.36 5.29 -2.45
C -0.15 6.43 -3.06
C -1.49 6.48 -3.38
C -2.33 5.41 -3.10
S -2.39 -0.70 -2.02
H -0.07 3.33 -1.69
H 1.41 5.23 -2.19
H 0.50 7.27 -3.28
H -1.90 7.36 -3.87
H -3.38 5.45 -3.35
C -0.96 -0.14 3.65
Si 0.12 -0.90 2.29
C 0.52 -2.64 2.93
C 1.81 -0.05 2.55
C 2.87 -0.17 1.66
C 4.14 0.31 1.96
C 4.38 0.95 3.17
C 3.33 1.10 4.06
C 2.07 0.61 3.76
H -0.62 -0.48 4.63
H -2.01 -0.44 3.55
H -0.93 0.95 3.63
H 0.77 -2.56 3.99
H 1.39 -3.05 2.41
H -0.30 -3.35 2.81
H 2.72 -0.65 0.71
H 4.94 0.19 1.24
H 5.36 1.33 3.40
H 3.49 1.61 5.01
H 1.28 0.74 4.48
C 0.10 -4.56 -0.01
Si -0.09 -2.88 -0.89
C -0.87 -3.41 -2.55
C 1.72 -2.59 -1.49
C 2.04 -2.33 -2.83
C 3.35 -2.13 -3.24
C 4.39 -2.19 -2.33
C 4.10 -2.46 -0.99
C 2.79 -2.66 -0.59
H 0.45 -5.28 -0.76
H -0.84 -4.94 0.40
H 0.83 -4.54 0.79
H -0.29 -4.23 -2.98
H -0.91 -2.59 -3.27
H -1.89 -3.76 -2.42
H 1.25 -2.30 -3.57
H 3.56 -1.93 -4.29
H 5.41 -2.03 -2.64
H 4.90 -2.51 -0.26
H 2.59 -2.87 0.45
```

2S+1 = 2
total charge = -1
relative energy (zero: lowest compared OMol25 entry of this formula, charge and spin) = 0.0 kcal per mole
HOMO-LUMO gap (alpha / beta) = 7.410 / 5.742 eV

=====

An isolated molecule of C5H7NO, computed with wB97M-V/def2-TZVPD.

Structure (XYZ):
```
14
C5H7NO (wB97M-V/def2-TZVPD)
O 1.06 -0.05 2.12
C 2.35 -0.49 -0.91
C 1.35 -0.13 -0.14
C 0.54 0.15 0.86
C -0.89 0.58 0.83
C -1.80 0.27 -0.29
N -1.95 -0.43 0.98
H 0.56 0.48 2.75
H 3.07 0.24 -1.27
H 2.49 -1.54 -1.20
H -1.09 1.48 1.42
H -1.38 -0.26 -1.14
H -2.62 0.95 -0.53
H -1.55 -1.36 0.92
```

2S+1 = 1
total charge = 0
relative energy (zero: lowest compared OMol25 entry of this formula, charge and spin) = 77.5 kcal per mole
HOMO-LUMO gap = 9.763 eV

=====

A structure of composition C14H25BN2O7S2, computed with wB97M-V/def2-TZVPD.

Structure (XYZ):
```
51
C14H25BN2O7S2 (wB97M-V/def2-TZVPD)
C -2.69 3.07 1.77
C -3.47 2.92 0.44
C -2.47 2.88 -0.76
C -2.46 1.52 -1.51
N -1.15 0.85 -1.40
C -1.17 -0.36 -0.60
C -1.64 -1.57 -1.47
B -3.07 -2.18 -1.12
O -3.54 -2.48 0.15
O -3.89 -2.47 -2.19
O -1.93 -0.11 0.61
S -1.21 -0.91 1.83
O -0.54 -0.10 2.78
O -1.97 -1.93 2.44
O 0.04 -1.58 0.96
C 0.24 -0.55 -0.04
C 1.41 -0.65 -1.00
C 1.69 -1.88 -1.67
C 2.84 -1.78 -2.51
C 3.55 -0.56 -2.59
N 3.30 0.61 -2.01
C 2.23 0.48 -1.24
H -1.80 2.44 1.72
H -3.30 2.68 2.59
H -2.42 4.10 2.00
H -4.16 3.76 0.29
H -4.03 1.99 0.51
H -2.69 3.70 -1.45
H -1.48 3.08 -0.35
H -2.62 1.78 -2.56
H -3.32 0.90 -1.23
H -0.81 0.67 -2.34
H -1.71 -1.24 -2.50
H -0.92 -2.39 -1.43
H -4.16 -1.80 0.45
H -4.81 -2.52 -1.88
H 0.43 0.39 0.50
H 1.13 -2.80 -1.59
H 3.18 -2.63 -3.07
H 4.42 -0.56 -3.24
H 1.94 1.38 -0.71
C 5.64 -0.34 2.42
S 4.42 -1.59 2.00
O 4.19 -1.57 0.54
C 3.00 -0.72 2.65
H 6.61 -0.66 2.04
H 5.37 0.61 1.96
H 5.69 -0.23 3.51
H 2.90 0.25 2.15
H 3.11 -0.58 3.72
H 2.13 -1.33 2.44
```

2S+1 = 1
total charge = 0
HOMO-LUMO gap = 9.084 eV

=====

A structure of composition C38H48BGeN12O8Os, computed with wB97M-V/def2-TZVPD.

Structure (XYZ):
```
109
C38H48BGeN12O8Os (wB97M-V/def2-TZVPD)
Os 1.34 -0.08 0.00
C 1.09 2.84 -2.61
C 1.41 3.12 -1.19
C 1.73 4.38 -0.66
C 2.12 4.16 0.64
C 2.59 5.14 1.66
N 2.02 2.84 0.88
N 1.57 2.19 -0.23
B 2.87 2.04 1.87
N 1.93 1.08 2.65
N 0.98 0.36 1.98
C 0.13 -0.15 2.91
C -1.11 -0.93 2.66
C 0.56 0.26 4.16
C 1.69 1.04 3.96
C 2.54 1.73 4.97
N 3.87 1.21 1.04
N 3.42 0.35 0.08
C 4.49 -0.12 -0.59
C 4.46 -1.08 -1.73
C 5.63 0.45 -0.04
C 5.21 1.29 0.97
C 6.02 2.15 1.89
H 1.67 3.52 -3.24
H 1.34 1.82 -2.88
H 0.04 3.02 -2.82
H 1.69 5.32 -1.18
H 2.35 6.15 1.35
H 2.12 4.96 2.63
H 3.67 5.08 1.80
H 3.45 2.74 2.64
H -1.06 -1.59 1.81
H -1.34 -1.51 3.55
H -1.94 -0.25 2.47
H 0.09 0.03 5.10
H 2.19 1.49 5.96
H 3.58 1.43 4.88
H 2.50 2.82 4.84
H 3.59 -1.74 -1.71
H 4.43 -0.54 -2.67
H 5.36 -1.69 -1.70
H 6.64 0.28 -0.36
H 7.07 2.02 1.67
H 5.77 3.20 1.76
H 5.84 1.89 2.93
O -3.00 -3.08 -5.32
N -1.86 -2.85 -5.66
O -1.37 -3.09 -6.74
C -0.98 -2.21 -4.66
C -1.47 -2.01 -3.38
C -0.64 -1.42 -2.44
C 0.66 -1.01 -2.77
O 1.50 -0.48 -1.87
C 1.08 -1.21 -4.08
C 0.29 -1.83 -5.03
N 2.39 -0.72 -4.54
O 2.95 -1.37 -5.40
O 2.81 0.31 -4.06
N -1.16 -1.23 -1.15
O -2.36 -1.29 -0.89
O -0.30 -1.13 -0.09
H -2.47 -2.30 -3.11
H 0.65 -1.99 -6.03
C -6.10 -3.26 0.14
C -5.74 -1.90 0.68
C -5.21 -1.74 1.95
C -4.82 -0.49 2.42
C -4.96 0.64 1.62
N -4.54 1.88 2.17
C -4.63 3.15 1.67
O -4.83 4.11 2.39
N -4.54 3.31 0.30
C -3.68 2.67 -0.62
C -4.02 2.70 -1.97
C -3.16 2.13 -2.88
C -1.99 1.55 -2.42
N -1.64 1.53 -1.14
C -2.49 2.06 -0.26
C -5.54 0.50 0.36
C -5.91 -0.76 -0.09
H -6.16 -4.00 0.94
H -5.36 -3.60 -0.58
H -7.06 -3.24 -0.37
H -5.09 -2.60 2.60
H -4.43 -0.39 3.42
H -4.52 1.91 3.18
H -4.89 4.21 0.01
H -4.95 3.17 -2.28
H -3.40 2.12 -3.94
H -1.30 1.12 -3.13
H -2.20 2.01 0.79
H -5.73 1.36 -0.25
H -6.36 -0.84 -1.07
C 0.53 -4.09 2.38
Ge 1.33 -3.73 0.64
C 2.95 -4.79 0.38
C 0.09 -4.25 -0.76
C 2.13 -1.90 0.72
H 0.49 -5.16 2.55
H -0.49 -3.70 2.42
H 1.11 -3.64 3.19
H 2.69 -5.85 0.36
H 3.68 -4.63 1.18
H 3.41 -4.53 -0.57
H -0.01 -5.34 -0.67
H 0.46 -4.03 -1.76
H -0.90 -3.81 -0.63
H 3.11 -2.00 0.26
H 2.31 -1.70 1.78
```

2S+1 = 5
total charge = +1
relative energy (zero: lowest compared OMol25 entry of this formula, charge and spin) = 35.1 kcal per mole
HOMO-LUMO gap (alpha / beta) = 7.144 / 4.688 eV

=====

A structure of composition C22H20BrF3IN2O5PdSSi, computed with wB97M-V/def2-TZVPD.

Structure (XYZ):
```
57
C22H20BrF3IN2O5PdSSi (wB97M-V/def2-TZVPD)
Pd 0.86 0.25 0.55
F -5.13 -0.84 -1.59
C -4.55 -0.17 -0.55
F -4.60 1.11 -0.86
F -5.40 -0.36 0.50
C -3.20 -0.76 -0.25
C -3.18 -2.14 -0.22
C -2.01 -2.84 0.05
C -0.88 -2.09 0.28
N -0.89 -0.76 0.26
C -2.02 -0.01 0.03
S -1.88 1.67 0.12
H -4.10 -2.68 -0.42
H -1.98 -3.92 0.08
H 0.08 -2.54 0.49
O 1.48 -1.73 2.68
C 0.89 -0.76 3.17
O 0.53 0.30 2.56
C 0.54 -0.77 4.64
C 1.01 -1.80 5.45
C 0.71 -1.83 6.80
C -0.08 -0.82 7.31
C -0.58 0.21 6.53
C -0.26 0.23 5.19
N -0.41 -0.84 8.75
O 0.02 -1.76 9.42
O -1.11 0.06 9.19
H 1.62 -2.57 4.99
H 1.06 -2.61 7.44
H -1.20 0.98 6.98
H -0.62 1.02 4.54
C 2.26 0.40 -3.95
Si 0.98 0.86 -2.64
C -0.72 0.53 -3.36
C 1.13 2.70 -2.31
O 1.31 -0.04 -1.34
H 2.10 0.94 -4.89
H 2.21 -0.67 -4.17
H 3.27 0.62 -3.60
H -0.84 1.03 -4.33
H -1.51 0.88 -2.69
H -0.85 -0.55 -3.53
H 2.17 2.97 -2.11
H 0.52 2.99 -1.46
H 0.80 3.29 -3.18
Br 5.72 1.77 -1.64
C 5.16 0.03 -1.15
C 5.73 -1.04 -1.82
C 5.34 -2.33 -1.50
C 4.39 -2.55 -0.52
C 3.82 -1.48 0.15
C 4.20 -0.19 -0.18
I 3.24 1.37 0.82
H 6.46 -0.86 -2.59
H 5.78 -3.17 -2.03
H 4.08 -3.56 -0.27
H 3.06 -1.65 0.91
```

2S+1 = 1
total charge = -1
relative energy (zero: lowest compared OMol25 entry of this formula, charge and spin) = 6.5 kcal per mole
HOMO-LUMO gap = 6.180 eV

=====

Which calculated total energy belongs to each record? In order, -12485.0502, -44204.7527, -115560.2834, -110647.1658, -8832.8419, -54582.7242, -134093.8297, -144847.9141 eV.
Which F_max belongs to each record? In order, 0.06916, 0.02112, 0.06044, 0.01851, 0.00785, 0.06586, 0.01488, 0.00231 Eh/bohr.